1.
{"formula": "C26H20BaBrN2O7PS2", "method": "ωB97M-V with the def2-TZVPD basis set", "species": ["Ba", "Br", "S", "S", "P", "O", "O", "O", "O", "O", "O", "O", "N", "N", "C", "C", "C", "C", "C", "C", "C", "C", "C", "C", "C", "C", "C", "C", "C", "C", "C", "C", "C", "C", "C", "C", "C", "C", "C", "C", "H", "H", "H", "H", "H", "H", "H", "H", "H", "H", "H", "H", "H", "H", "H", "H", "H", "H", "H", "H"], "xyz": [[0.4625, -0.3017, -1.1157], [-2.7842, -5.0707, -4.1032], [-1.7300, -0.1371, 2.3744], [-2.7528, -0.5663, 5.6329], [-2.1214, 0.6158, 4.1814], [7.0116, 1.8150, -3.8607], [2.5247, 0.6656, -0.3834], [0.7449, -2.4774, -2.2149], [-1.6344, -1.5308, -1.6392], [-1.2726, -3.6747, -1.9188], [6.3780, 2.3802, -1.8140], [4.3989, 1.8805, -0.2443], [3.7792, -0.8050, -3.7978], [3.2457, -0.4862, -2.6186], [-0.2164, -3.5738, -4.1129], [-3.3442, 1.9666, 3.9335], [-3.8701, 4.2050, 3.1930], [6.2406, 1.6885, -2.9326], [1.0137, -3.3893, -6.2890], [-0.1634, -3.2162, -2.8065], [-1.1781, -4.3333, -4.9034], [4.8898, -0.1080, -4.0760], [-5.2255, 3.9458, 3.3493], [-2.9378, 3.2196, 3.4788], [0.9090, -3.1224, -4.9568], [-1.0382, -4.5839, -6.2402], [0.3804, 2.8489, 6.5315], [1.5687, 2.8797, 5.8097], [5.1041, 0.7388, -3.0040], [0.5235, 1.6033, 4.0621], [3.6406, 1.0679, -0.8006], [-0.7256, 2.1934, 6.0211], [4.0332, 0.4589, -2.1227], [0.0502, -4.1296, -6.9970], [-5.6364, 2.6973, 3.7929], [1.6383, 2.2571, 4.5739], [-1.8718, -2.6949, -1.3075], [-0.6658, 1.5671, 4.7781], [-2.8374, -3.0346, -0.2194], [-4.7018, 1.7157, 4.0853], [-3.5377, 5.1745, 2.8409], [-3.8436, -2.8153, -0.5797], [2.4386, 3.3821, 6.2158], [-6.6927, 2.4846, 3.9096], [-5.9566, 4.7144, 3.1287], [5.6264, 2.1893, -1.1565], [-2.6561, -2.4067, 0.6528], [3.3249, -1.5266, -4.3398], [-2.7695, -4.0879, 0.0404], [-1.8821, 3.4234, 3.3447], [0.3230, 3.3269, 7.5025], [5.4553, -0.2399, -4.9812], [0.5625, 1.1126, 3.0978], [2.5578, 2.2734, 4.0023], [1.8871, -3.0086, -6.8166], [-1.6458, 2.1460, 6.5920], [0.1338, -4.3420, -8.0530], [-5.0116, 0.7423, 4.4462], [1.6767, -2.5589, -4.4401], [-1.8205, -5.1582, -6.7254]], "atomic_forces_ev_per_a": [[-0.24, -0.91, -0.46], [0.08, 0.05, -0.07], [0.05, -0.01, -0.15], [-0.02, -0.02, 0.00], [0.02, 0.08, -0.08], [0.00, -0.04, 0.00], [0.74, 0.75, 0.76], [-0.07, 0.12, 0.44], [-1.21, 0.51, 0.53], [0.40, 0.12, 0.26], [-0.07, -0.02, -0.02], [0.10, 0.00, -0.20], [-0.08, -0.19, 0.01], [-0.10, 0.42, 0.00], [0.26, 0.09, -0.01], [0.07, 0.07, -0.19], [-0.03, 0.03, 0.01], [0.08, 0.09, 0.08], [0.18, 0.07, -0.12], [-0.36, -0.35, -0.26], [-0.16, -0.10, 0.13], [0.01, 0.07, 0.14], [0.02, 0.02, 0.00], [0.02, -0.05, 0.02], [-0.06, 0.00, 0.14], [-0.15, -0.07, -0.04], [0.04, 0.05, 0.04], [0.02, -0.01, -0.01], [0.02, -0.11, -0.22], [-0.09, 0.04, -0.06], [0.03, -0.24, -0.04], [-0.11, 0.01, 0.01], [0.06, 0.04, 0.03], [0.01, 0.02, 0.07], [-0.07, 0.01, 0.00], [0.02, 0.02, 0.00], [0.45, -0.02, -0.71], [0.14, -0.18, 0.05], [-0.05, -0.26, -0.09], [0.02, -0.07, 0.08], [0.00, 0.00, 0.01], [-0.01, 0.00, -0.01], [0.00, 0.01, 0.00], [0.00, 0.01, 0.01], [0.00, 0.00, -0.02], [0.02, 0.00, 0.00], [0.04, 0.01, 0.00], [0.03, 0.01, -0.02], [-0.02, 0.01, 0.01], [0.00, -0.01, -0.01], [0.00, 0.01, 0.00], [0.01, 0.00, -0.02], [0.02, -0.03, 0.01], [0.01, 0.00, 0.00], [-0.01, -0.01, -0.01], [0.01, -0.03, 0.01], [0.00, 0.00, -0.02], [0.00, 0.00, 0.00], [-0.06, -0.03, 0.00], [0.01, 0.00, 0.00]], "e_above_lowest_kj_mol": 171.48, "total_charge": -2, "e_homo_ev": 0.24, "lumo_ev": 3.49}



2.
{"formula": "C4H2Cl4", "method": "ωB97M-V with the def2-TZVPD basis set", "species": ["Cl", "Cl", "Cl", "Cl", "C", "C", "C", "C", "H", "H"], "xyz": [[-0.4055, 0.0062, 2.4267], [2.4888, 0.1670, 1.9917], [3.3710, 3.0645, -0.1200], [-0.7518, 3.1537, 1.3535], [1.8584, 3.0686, 0.3830], [0.7118, -0.3635, 0.0314], [0.8974, -0.0581, 1.2943], [0.8169, 3.1019, 0.9837], [1.3725, -0.6913, -0.6777], [-0.2517, -0.7465, -0.2896]], "atomic_forces_ev_per_a": [[0.24, 0.01, 0.00], [-0.61, 0.01, -0.21], [1.58, -0.07, -0.68], [-1.02, 0.19, 0.45], [-1.40, 0.18, 1.23], [-2.33, -1.01, 0.84], [0.71, -0.17, 0.36], [0.78, 0.06, -1.11], [2.52, 0.10, -1.25], [-0.48, 0.71, 0.38]], "e_above_lowest_kj_mol": 208.59, "e_homo_ev": -9.41, "lumo_ev": 0.60, "smiles": "C=C(Cl)Cl.ClC#CCl"}



3.
{"formula": "C12H18N6O2S2", "method": "ωB97M-V with the def2-TZVPD basis set", "species": ["S", "S", "O", "O", "N", "N", "N", "N", "N", "N", "C", "C", "C", "C", "C", "C", "C", "C", "C", "C", "C", "C", "H", "H", "H", "H", "H", "H", "H", "H", "H", "H", "H", "H", "H", "H", "H", "H", "H", "H"], "xyz": [[-1.6815, 3.8763, -0.3904], [0.8780, -0.9656, -1.5327], [-0.1763, 0.5674, -3.6837], [1.5668, -5.1732, 0.2275], [-2.4101, -1.2920, 0.7728], [-0.5082, 2.3571, -2.3863], [-2.2148, 0.0132, 0.7829], [-1.3883, -1.7820, 0.0678], [0.4696, 3.1615, -0.2511], [-1.0953, 0.4479, -0.1475], [-0.0567, 1.1624, -2.7478], [-0.8346, -3.2157, -0.0480], [1.5486, 4.0445, 1.5665], [0.3092, -4.9323, 0.9974], [-0.9186, 4.3990, 0.8002], [0.4839, 3.8483, 0.8383], [-1.3557, 5.3496, 2.0164], [-0.0014, -3.5348, 0.9967], [-0.6059, -0.8008, -0.4282], [1.2365, 0.7423, -1.7662], [1.6351, -5.0016, -1.1207], [-0.3647, 2.9938, -1.1121], [2.7364, -5.4319, -1.4453], [1.2834, 1.3102, -1.0542], [-1.9749, -3.6575, 0.1135], [-0.2687, -3.4227, 1.9701], [2.1294, 0.7001, -2.4360], [-2.1066, 6.1477, 1.4867], [-0.4030, 5.8568, 2.4664], [-1.5203, 2.5130, -2.6995], [2.5155, 3.4860, 1.3465], [0.8397, -2.9833, 0.6673], [1.1450, 3.5687, 2.8311], [-2.1734, 4.7347, 2.7396], [1.7733, 5.1185, 1.9174], [0.7816, -5.6780, -1.4837], [0.5189, -5.4664, 2.1154], [-0.7054, -3.4286, -1.0613], [1.5222, -4.0080, -1.3181], [-0.6088, -5.6249, 0.3923]], "atomic_forces_ev_per_a": [[-6.51, -1.71, -6.65], [-1.22, -1.51, 2.28], [-2.81, -4.65, -8.03], [-0.37, -0.71, 4.33], [1.92, 3.03, 0.31], [-3.96, 2.53, 0.72], [0.12, -0.45, -2.20], [3.52, -0.81, -2.02], [8.91, -3.76, -1.41], [-1.60, -5.29, 2.76], [6.49, 3.22, 8.14], [-11.59, 1.93, -0.16], [6.17, 0.87, 10.03], [1.49, -6.70, -1.44], [6.87, 3.21, 9.71], [-10.85, 0.96, -5.52], [-2.99, -0.21, -1.79], [3.01, -0.47, 0.20], [0.00, 3.43, -1.08], [-2.20, -5.71, -9.77], [0.84, -4.66, -0.59], [-4.48, 1.12, -0.72], [-2.95, 1.20, 0.50], [1.07, 5.57, 8.16], [2.73, -0.03, -0.35], [-1.45, 1.92, 2.51], [-0.66, 0.37, 0.58], [2.07, -1.43, 1.60], [-2.22, -1.14, -0.54], [2.00, -0.01, 0.10], [-1.59, 0.80, 0.00], [1.99, 0.59, 1.13], [1.59, 1.15, -3.20], [2.87, 1.70, -1.50], [-0.22, -1.49, -0.89], [1.17, 1.05, -0.80], [-0.58, 1.67, -3.32], [1.20, -0.19, -1.41], [-0.21, 2.78, -1.54], [2.42, 1.81, 1.89]], "e_above_lowest_kj_mol": 1146.63, "e_homo_ev": -7.62, "lumo_ev": 0.62}



4.
{"formula": "C5H8N2", "method": "ωB97M-V with the def2-TZVPD basis set", "species": ["N", "N", "C", "C", "C", "C", "C", "H", "H", "H", "H", "H", "H", "H", "H"], "xyz": [[0.8397, -1.1393, 0.9660], [0.3305, 0.0789, 1.2751], [-0.5583, 0.4880, 0.3194], [1.3125, 1.0359, 1.7540], [0.2451, -1.4904, -0.1534], [-0.6304, -0.4778, -0.6426], [-1.2692, -0.3557, -1.9887], [0.8114, 1.9549, 2.0663], [-0.5353, -0.6195, -2.7578], [-1.0546, 1.4470, 0.4008], [-1.5566, 0.6853, -2.1669], [-2.1493, -0.9871, -2.1311], [1.9846, 1.2654, 0.9176], [0.4818, -2.4437, -0.6110], [1.8883, 0.6025, 2.5713]], "atomic_forces_ev_per_a": [[-0.09, 0.02, -0.24], [0.00, 0.10, -0.11], [0.05, -0.03, -0.12], [0.08, 0.12, 0.17], [0.07, -0.07, -0.09], [0.06, 0.11, 0.10], [-0.09, -0.03, -0.09], [0.06, -0.16, 0.08], [-0.16, -0.01, 0.05], [0.19, -0.07, -0.11], [-0.05, -0.19, 0.01], [0.06, 0.01, 0.05], [0.04, 0.07, 0.25], [-0.08, 0.09, 0.08], [-0.14, 0.06, -0.03]], "e_above_lowest_kj_mol": 88.89, "e_homo_ev": -9.00, "lumo_ev": 1.00, "smiles": "Cc1cnn(C)c1"}



5.
{"formula": "C4H5NO2", "method": "ωB97M-V with the def2-TZVPD basis set", "species": ["O", "O", "N", "C", "C", "C", "C", "H", "H", "H", "H", "H"], "xyz": [[-0.5317, -1.0445, 0.0720], [2.3724, -0.1988, -0.6878], [-0.7799, 1.1208, -0.1161], [1.5308, 0.2263, 0.3520], [0.0114, 0.1638, 0.1297], [-2.0738, 0.5015, -0.3020], [-1.8606, -0.7979, -0.1601], [1.5358, 1.3497, 0.5131], [-2.4739, -1.6638, -0.1846], [-2.9049, 1.1218, -0.5861], [1.8796, -0.3083, 1.3072], [3.2948, -0.4706, -0.3371]], "atomic_forces_ev_per_a": [[-1.20, -0.82, 0.36], [1.68, -0.77, -0.06], [-1.69, 0.90, -0.11], [-0.28, 1.56, 2.20], [2.56, -1.18, -0.73], [2.26, 1.45, 0.10], [-0.04, -1.12, -0.11], [0.98, -1.01, -0.01], [-0.39, -0.39, -0.11], [-0.19, -0.29, 0.20], [-1.09, 0.85, -1.08], [-2.61, 0.81, -0.64]], "e_above_lowest_kj_mol": 156.10, "e_homo_ev": -9.75, "lumo_ev": 0.72, "smiles": "OCc1ncco1"}



6.
{"formula": "C21H21F6N2", "method": "ωB97M-V with the def2-TZVPD basis set", "species": ["F", "F", "F", "F", "F", "F", "N", "N", "C", "C", "C", "C", "C", "C", "C", "C", "C", "C", "C", "C", "C", "C", "C", "C", "C", "C", "C", "C", "C", "H", "H", "H", "H", "H", "H", "H", "H", "H", "H", "H", "H", "H", "H", "H", "H", "H", "H", "H", "H", "H"], "xyz": [[4.5351, -0.6473, 5.3281], [-4.2592, 2.4892, -2.6662], [-3.9900, 4.3198, -1.4262], [2.6074, -0.1573, 6.2848], [-4.9949, 2.5164, -0.5884], [4.0767, 1.4602, 5.8988], [0.4795, -2.1708, -2.4762], [-1.5170, -2.1463, -1.6268], [-1.5582, 2.4433, -1.8146], [-3.9817, 2.9448, -1.4021], [3.5482, 0.2954, 5.3948], [-2.4883, 2.0636, 0.4052], [1.1229, 1.4548, 2.7076], [-0.3410, 1.9102, -1.3941], [-0.3605, -2.2928, -3.6470], [-0.2103, -1.8066, -1.3252], [2.9683, 0.2640, 1.6517], [-2.6300, 2.4899, -0.9085], [3.5944, 0.1307, 2.8826], [0.9892, 0.6183, 0.2539], [-1.2747, 1.5276, 0.8408], [0.3545, -1.2060, -0.1526], [1.6503, 0.8067, 1.5295], [1.7581, 1.3028, 3.9443], [1.8775, -1.9563, -2.6349], [-1.7532, -2.4792, -3.0237], [2.9602, 0.5921, 4.0361], [-0.1815, 1.4123, -0.0664], [-2.6016, -2.2822, -0.7048], [-1.6989, 2.7464, -2.8507], [1.2888, 1.6859, 4.8563], [-0.0841, -3.1644, -4.2814], [1.6692, 0.3917, -0.5800], [-0.2910, -1.4580, 0.7061], [-0.3214, -1.3785, -4.2685], [3.4972, -0.0705, 0.7420], [1.4088, -1.5946, -0.0119], [-2.7388, -3.3215, -0.3313], [-3.5387, -2.0454, -1.2176], [-2.4892, -1.7721, -3.4671], [-2.4652, -1.6087, 0.1367], [-1.1842, 1.1910, 1.8820], [2.1941, -2.3834, -3.5918], [2.4373, -2.4157, -1.8198], [0.5256, 1.9147, -2.0821], [4.5394, -0.4137, 2.9631], [-2.1295, -3.5030, -3.1889], [2.1118, -0.8763, -2.6677], [-3.3455, 2.0793, 1.0904], [0.2342, 2.0997, 2.6816]], "atomic_forces_ev_per_a": [[-0.91, 1.04, 0.23], [0.27, 0.58, 1.24], [-0.46, -1.37, -0.18], [1.01, 0.54, -0.95], [0.89, 0.58, -0.87], [-0.36, -1.35, -0.15], [-0.12, 0.97, 1.95], [1.32, 1.00, 1.24], [0.01, -0.34, 0.50], [-0.42, 0.59, -0.02], [0.37, 0.24, 0.67], [0.11, -0.23, 0.30], [0.25, -0.41, -0.50], [0.17, 0.08, 0.62], [-0.61, -0.48, -0.59], [-1.75, -1.27, -4.54], [-0.80, 0.08, -0.34], [-0.01, -0.49, -0.51], [0.02, -0.17, 0.21], [-0.43, -1.36, -2.20], [0.46, 0.09, -0.64], [1.57, -0.61, 2.75], [1.51, -0.44, 2.21], [0.09, -0.13, -0.32], [0.92, 0.82, -0.29], [0.10, 0.16, -0.77], [-0.40, -0.41, -0.32], [-2.04, 0.90, -0.96], [-0.82, -0.35, 0.62], [0.05, 0.09, 0.29], [0.22, 0.01, -0.44], [0.04, 0.63, 0.51], [0.03, 1.34, 0.41], [0.51, 0.17, -0.19], [0.15, -0.32, 0.28], [-0.43, -0.01, 0.55], [-1.42, -0.03, 0.02], [0.40, 0.50, -0.21], [0.16, 0.26, 0.13], [0.37, -0.47, 0.42], [-0.15, 0.00, 0.06], [-0.21, -0.08, -0.78], [0.01, -0.02, 0.31], [0.05, -0.05, -0.11], [-0.62, -0.21, 0.43], [-0.29, 0.38, -0.07], [0.10, 0.32, 0.48], [0.09, -0.33, -0.04], [0.43, 0.11, -0.37], [0.53, -0.58, -0.07]], "total_charge": 1, "e_homo_ev": -12.14, "lumo_ev": -4.53}